Record 1
C28H43AsF3N2O3PS2Ta as an isolated structure, computed with the ωB97M-V functional and the def2-TZVPD basis.

* LUMO (alpha / beta): -6.45 / -7.07 eV
* Kohn-Sham gap (alpha / beta): 6.73 / 6.69 eV
* ⟨S²⟩: 0.7571
* DFT total energy: -5157.807935 Ha
* ΔE to the lowest compared entry with this formula, charge and spin: 9.4 kcal per mole

Geometry as ORCA input:
```
! wB97M-V def2-TZVPD RIJCOSX def2/J DEFGRID3
* xyz 2 2
Ta 0.007 0.387 -0.278
C 2.355 2.617 2.257
C 2.094 1.328 2.984
C 2.129 1.283 4.371
C 2.021 0.077 5.048
C 1.907 -1.107 4.342
C 1.861 -1.110 2.949
C 1.876 -2.426 2.216
C 1.906 0.123 2.299
N 1.841 0.153 0.850
C 2.974 -0.039 0.196
C 4.300 -0.250 0.842
C 2.824 -0.116 -1.220
C 3.998 -0.371 -2.100
N 1.559 0.015 -1.645
C 1.347 -0.194 -3.067
C 1.624 0.829 -3.973
C 2.251 2.136 -3.573
C 1.409 0.565 -5.325
C 1.006 -0.686 -5.756
C 0.821 -1.709 -4.837
C 0.982 -1.481 -3.476
C 0.847 -2.612 -2.492
H 2.196 3.469 2.915
H 1.727 2.751 1.376
H 3.394 2.657 1.918
H 2.267 2.203 4.924
H 2.062 0.061 6.129
H 1.880 -2.053 4.869
H 1.173 -3.130 2.660
H 2.869 -2.876 2.288
H 1.631 -2.330 1.159
H 4.287 0.023 1.893
H 5.070 0.327 0.331
H 4.585 -1.303 0.765
H 4.578 -1.215 -1.722
H 4.662 0.497 -2.090
H 3.712 -0.575 -3.127
H 2.188 2.338 -2.506
H 1.787 2.968 -4.098
H 3.307 2.126 -3.852
H 1.602 1.349 -6.047
H 0.872 -0.877 -6.812
H 0.568 -2.705 -5.180
H 0.545 -3.526 -3.000
H 0.113 -2.406 -1.707
H 1.797 -2.820 -1.993
C -3.012 -1.256 5.092
C -1.571 -1.100 4.683
O -1.368 0.096 3.850
P -1.731 0.187 2.340
S -0.819 1.814 1.588
S -1.140 -1.373 1.226
O -3.291 0.290 2.172
C -4.032 1.404 2.793
C -4.785 2.134 1.713
H -3.094 -2.099 5.779
H -3.657 -1.459 4.237
H -3.366 -0.366 5.611
H -1.193 -1.957 4.124
H -0.916 -0.924 5.532
H -3.326 2.059 3.307
H -4.686 0.946 3.531
H -4.094 2.569 0.990
H -5.366 2.943 2.156
H -5.477 1.464 1.204
F -0.311 2.412 -2.550
C -0.449 2.428 -1.201
F 0.265 3.473 -0.746
F -1.767 2.734 -1.007
C -2.472 -1.989 -3.603
As -2.747 -0.555 -2.387
C -3.992 -1.016 -1.020
C -3.238 1.043 -3.296
O -1.233 -0.218 -1.623
H -3.419 -2.191 -4.106
H -2.151 -2.875 -3.058
H -1.716 -1.693 -4.327
H -4.974 -1.109 -1.485
H -4.005 -0.230 -0.266
H -3.703 -1.960 -0.564
H -4.153 0.857 -3.859
H -2.430 1.319 -3.972
H -3.394 1.835 -2.566
*
```

Partial atomic charges computed with the Mulliken method, in multiples of e: atom 1 (Ta): 0.35, atom 2 (C): -1.31, atom 3 (C): 1.34, atom 4 (C): -1.01, atom 5 (C): -1.00, atom 6 (C): -0.88, atom 7 (C): 1.51, atom 8 (C): -1.85, atom 9 (C): -1.08, atom 10 (N): 1.58, atom 11 (C): 1.59, atom 12 (C): -2.27, atom 13 (C): 0.65, atom 14 (C): -2.32, atom 15 (N): 0.85, atom 16 (C): -0.99, atom 17 (C): 1.51, atom 18 (C): -1.92, atom 19 (C): -0.99, atom 20 (C): -0.90, atom 21 (C): -0.82, atom 22 (C): 1.31, atom 23 (C): -1.21, atom 24 (H): 0.48, atom 25 (H): 0.20, atom 26 (H): 0.29, atom 27 (H): 0.49, atom 28 (H): 0.50, atom 29 (H): 0.51, atom 30 (H): 0.50, atom 31 (H): 0.37, atom 32 (H): 0.07, atom 33 (H): 0.36, atom 34 (H): 0.55, atom 35 (H): 0.40, atom 36 (H): 0.56, atom 37 (H): 0.41, atom 38 (H): 0.34, atom 39 (H): 0.15, atom 40 (H): 0.52, atom 41 (H): 0.42, atom 42 (H): 0.54, atom 43 (H): 0.45, atom 44 (H): 0.51, atom 45 (H): 0.49, atom 46 (H): 0.06, atom 47 (H): 0.30, atom 48 (C): -1.26, atom 49 (C): -0.25, atom 50 (O): -0.19, atom 51 (P): 1.18, atom 52 (S): -0.56, atom 53 (S): -0.66, atom 54 (O): -0.18, atom 55 (C): -0.29, atom 56 (C): -1.15, atom 57 (H): 0.45, atom 58 (H): 0.25, atom 59 (H): 0.30, atom 60 (H): 0.33, atom 61 (H): 0.36, atom 62 (H): 0.46, atom 63 (H): 0.36, atom 64 (H): 0.18, atom 65 (H): 0.44, atom 66 (H): 0.31, atom 67 (F): -0.08, atom 68 (C): -0.53, atom 69 (F): -0.19, atom 70 (F): -0.13, atom 71 (C): -1.00, atom 72 (As): 0.73, atom 73 (C): -0.80, atom 74 (C): -1.11, atom 75 (O): 0.20, atom 76 (H): 0.52, atom 77 (H): 0.37, atom 78 (H): 0.21, atom 79 (H): 0.56, atom 80 (H): -0.09, atom 81 (H): 0.41, atom 82 (H): 0.51, atom 83 (H): 0.34, atom 84 (H): 0.37

***

Record 2
A 3-piece molecular cluster, C28H43BIN8O7S2 overall at a distorted geometry, computed with the ωB97M-V functional and the def2-TZVPD basis.

* LUMO: -3.20 eV
* Kohn-Sham gap: 7.36 eV
* DFT total energy: -3176.160488 Ha
* ΔE to the lowest compared entry with this formula, charge and spin: 0.0 kcal per mole

Geometry as ORCA input:
```
! wB97M-V def2-TZVPD RIJCOSX def2/J DEFGRID3
* xyz 1 1
C 5.874 -0.983 3.019
C 5.134 -2.151 2.277
C 4.323 -1.712 0.986
I 5.759 -0.919 -0.427
C 3.073 -0.787 1.293
N 3.254 0.459 2.088
C 3.696 1.418 1.431
S 4.709 2.465 0.768
N 2.313 -1.650 2.283
B 1.976 -1.031 3.605
O 0.800 -0.315 3.909
O 2.904 -1.246 4.643
C 3.123 -0.060 5.446
C 1.359 -2.466 1.645
N 0.613 -3.338 2.263
C -0.408 -4.128 1.505
C -1.786 -3.367 1.722
C -1.994 -2.804 3.069
C -3.195 -2.038 3.396
C -4.179 -1.838 2.337
C -3.978 -2.415 1.024
C -2.775 -3.188 0.674
N 1.433 -2.110 0.284
C 1.903 -0.713 0.216
C 0.766 0.378 0.486
C -0.687 -0.146 0.217
S -2.011 1.100 0.472
C -1.270 2.684 0.897
N -0.468 3.080 1.904
N -0.316 4.415 1.658
C -0.987 4.813 0.580
O -1.624 3.697 0.042
C 2.346 -0.480 -1.286
O 1.290 -0.035 -2.152
C 1.658 1.070 -2.929
C 2.043 2.469 -2.305
O 1.658 1.013 -4.123
H 5.204 -0.256 3.535
H 6.592 -0.405 2.387
H 6.494 -1.464 3.831
H 4.509 -2.685 3.035
H 5.899 -2.900 1.923
H 3.910 -2.663 0.549
H 0.998 0.634 3.772
H 2.653 -0.236 6.446
H 4.233 0.026 5.615
H 2.803 0.889 4.953
H 0.676 -3.524 3.262
H -0.182 -4.160 0.414
H -0.486 -5.162 1.915
H -1.258 -2.927 3.899
H -3.281 -1.611 4.424
H -5.082 -1.221 2.594
H -4.745 -2.231 0.243
H -2.615 -3.615 -0.347
H 0.681 -2.401 -0.338
H 1.007 1.329 -0.063
H 0.799 0.668 1.575
H -0.787 -0.533 -0.835
H -0.889 -1.004 0.904
H -1.093 5.817 0.131
H 2.800 -1.407 -1.730
H 3.183 0.278 -1.265
H 2.904 2.934 -2.858
H 1.186 3.182 -2.323
H 2.427 2.313 -1.256
C 2.670 1.592 -7.277
C 2.236 1.715 -8.715
O 2.975 2.150 -9.583
N 0.971 1.319 -9.028
C -0.043 0.780 -8.144
H 3.696 1.943 -7.178
H 2.032 2.204 -6.638
H 2.630 0.548 -6.960
H 0.747 1.428 -10.006
H -0.324 -0.213 -8.502
H -0.919 1.432 -8.182
H 0.306 0.707 -7.118
C -8.498 0.197 0.605
C -7.217 0.576 1.300
O -6.512 -0.253 1.865
N -6.854 1.882 1.286
C -7.548 3.001 0.677
H -8.657 -0.875 0.700
H -9.343 0.713 1.066
H -8.439 0.446 -0.456
H -5.986 2.063 1.770
H -6.884 3.464 -0.055
H -7.782 3.730 1.455
H -8.466 2.693 0.185
*
```

Partial atomic charges computed with the Mulliken method, in multiples of e: atom 1 (C): -0.80, atom 2 (C): -0.33, atom 3 (C): -0.85, atom 4 (I): 0.16, atom 5 (C): -0.63, atom 6 (N): -0.36, atom 7 (C): 0.34, atom 8 (S): -0.12, atom 9 (N): 0.50, atom 10 (B): 0.58, atom 11 (O): -0.46, atom 12 (O): -0.48, atom 13 (C): -0.70, atom 14 (C): -0.43, atom 15 (N): -0.14, atom 16 (C): -1.08, atom 17 (C): 0.82, atom 18 (C): 0.04, atom 19 (C): -0.79, atom 20 (C): -0.32, atom 21 (C): -0.66, atom 22 (C): -0.53, atom 23 (N): -0.47, atom 24 (C): 2.20, atom 25 (C): -2.07, atom 26 (C): 0.47, atom 27 (S): -0.27, atom 28 (C): 0.51, atom 29 (N): 0.02, atom 30 (N): -0.62, atom 31 (C): 0.07, atom 32 (O): -0.26, atom 33 (C): -1.21, atom 34 (O): -0.36, atom 35 (C): 0.50, atom 36 (C): -0.43, atom 37 (O): -0.54, atom 38 (H): 0.01, atom 39 (H): 0.30, atom 40 (H): 0.35, atom 41 (H): 0.20, atom 42 (H): 0.50, atom 43 (H): 0.55, atom 44 (H): 0.31, atom 45 (H): 0.28, atom 46 (H): 0.25, atom 47 (H): 0.30, atom 48 (H): 0.36, atom 49 (H): 0.38, atom 50 (H): 0.42, atom 51 (H): 0.13, atom 52 (H): 0.38, atom 53 (H): 0.70, atom 54 (H): 0.38, atom 55 (H): 0.36, atom 56 (H): 0.59, atom 57 (H): 0.80, atom 58 (H): 0.48, atom 59 (H): 0.40, atom 60 (H): -0.51, atom 61 (H): 0.39, atom 62 (H): 0.54, atom 63 (H): 0.38, atom 64 (H): 0.30, atom 65 (H): 0.26, atom 66 (H): -0.03, atom 67 (C): -0.95, atom 68 (C): 0.61, atom 69 (O): -0.65, atom 70 (N): -0.18, atom 71 (C): -0.63, atom 72 (H): 0.34, atom 73 (H): 0.26, atom 74 (H): 0.28, atom 75 (H): 0.22, atom 76 (H): 0.28, atom 77 (H): 0.28, atom 78 (H): 0.16, atom 79 (C): -1.41, atom 80 (C): 0.76, atom 81 (O): -0.63, atom 82 (N): -0.13, atom 83 (C): -0.86, atom 84 (H): 0.29, atom 85 (H): 0.39, atom 86 (H): 0.38, atom 87 (H): 0.20, atom 88 (H): 0.27, atom 89 (H): 0.30, atom 90 (H): 0.34

***

Record 3
C28H43BN2O7P2STl as an isolated structure at a distorted geometry, computed with the ωB97M-V functional and the def2-TZVPD basis.

* LUMO: -13.08 eV
* Kohn-Sham gap: 2.80 eV
* DFT total energy: -3006.136361 Ha

Geometry as ORCA input:
```
! wB97M-V def2-TZVPD RIJCOSX def2/J DEFGRID3
* xyz 3 1
C -0.635 2.390 -3.792
C 0.078 0.986 -3.776
C -0.525 0.074 -2.676
O 0.164 0.356 -1.451
C -0.610 -0.201 -0.362
C 0.358 -0.853 0.643
C 0.349 -2.250 0.934
C -0.634 -3.183 0.245
C -2.142 -2.876 0.531
C -3.014 -3.373 -0.668
C -4.418 -2.715 -0.715
C -4.451 -1.544 -1.753
C -5.577 -0.500 -1.503
C -4.974 0.929 -1.696
C -4.537 1.430 -0.305
O -5.666 1.586 0.551
C -5.432 2.626 1.470
C -4.793 2.243 2.811
O -5.705 3.760 1.176
C 1.293 -2.767 1.874
B 1.383 -4.336 2.263
C 2.819 -5.017 2.123
O 0.282 -4.993 2.712
C 2.221 -1.958 2.496
C 2.191 -0.591 2.166
C 1.265 0.003 1.265
N 1.242 1.400 0.998
C 2.531 1.986 0.918
C 2.740 2.986 0.003
P 1.447 3.612 -1.140
N 2.199 4.083 -2.455
C 4.016 3.622 -0.095
C 5.104 3.288 0.722
C 4.941 2.280 1.656
C 6.121 1.898 2.512
P 7.369 0.904 1.506
O 8.712 1.328 1.872
O 7.212 -0.671 1.822
O 7.161 1.086 -0.092
C 3.646 1.648 1.757
S 3.393 0.426 2.934
H -1.223 2.478 -4.713
H -1.340 2.504 -2.948
H 0.122 3.180 -3.703
H 1.150 1.156 -3.609
H -0.087 0.547 -4.771
H -0.346 -0.975 -3.005
H -1.598 0.316 -2.609
H -1.297 -0.927 -0.807
H -1.175 0.589 0.165
H -0.466 -4.244 0.466
H -0.464 -3.070 -0.846
H -2.538 -3.426 1.398
H -2.317 -1.808 0.727
H -2.541 -3.162 -1.671
H -3.155 -4.467 -0.639
H -4.824 -2.429 0.264
H -5.110 -3.475 -1.120
H -3.434 -1.096 -1.741
H -4.607 -1.948 -2.777
H -6.403 -0.656 -2.212
H -6.000 -0.642 -0.499
H -4.128 0.911 -2.398
H -5.754 1.629 -2.035
H -3.946 2.359 -0.388
H -3.878 0.662 0.166
H -3.814 1.788 2.576
H -4.657 3.168 3.381
H -5.411 1.516 3.355
H 3.598 -4.250 1.963
H 3.117 -5.537 3.050
H 2.874 -5.675 1.240
H 0.525 -5.931 2.775
H 2.930 -2.371 3.216
H 0.673 1.885 1.699
H 0.814 4.710 -0.505
H 0.476 2.607 -1.343
H 2.042 5.081 -2.601
H 4.148 4.406 -0.848
H 6.048 3.812 0.572
H 5.813 1.262 3.357
H 6.674 2.756 2.917
H 7.082 -1.111 0.962
H 7.449 1.992 -0.289
Tl -2.151 -3.215 -3.652
*
```

Partial atomic charges computed with the Mulliken method, in multiples of e: atom 1 (C): -1.11, atom 2 (C): -0.55, atom 3 (C): 0.39, atom 4 (O): -0.24, atom 5 (C): 1.01, atom 6 (C): 0.34, atom 7 (C): -0.66, atom 8 (C): -0.67, atom 9 (C): -0.76, atom 10 (C): 0.44, atom 11 (C): -1.16, atom 12 (C): 0.84, atom 13 (C): -1.15, atom 14 (C): -0.88, atom 15 (C): -0.03, atom 16 (O): -0.34, atom 17 (C): 0.68, atom 18 (C): -0.75, atom 19 (O): -0.49, atom 20 (C): 0.07, atom 21 (B): 0.32, atom 22 (C): -1.12, atom 23 (O): -0.53, atom 24 (C): -1.11, atom 25 (C): 1.37, atom 26 (C): -1.03, atom 27 (N): 0.27, atom 28 (C): -0.84, atom 29 (C): 0.76, atom 30 (P): 0.53, atom 31 (N): -0.68, atom 32 (C): -0.88, atom 33 (C): -0.87, atom 34 (C): 0.35, atom 35 (C): -1.28, atom 36 (P): 0.96, atom 37 (O): -0.63, atom 38 (O): -0.46, atom 39 (O): -0.49, atom 40 (C): 1.14, atom 41 (S): -0.14, atom 42 (H): 0.35, atom 43 (H): 0.29, atom 44 (H): 0.32, atom 45 (H): 0.25, atom 46 (H): 0.45, atom 47 (H): -0.26, atom 48 (H): 0.05, atom 49 (H): -0.71, atom 50 (H): 0.23, atom 51 (H): 0.73, atom 52 (H): 0.06, atom 53 (H): 0.60, atom 54 (H): 0.26, atom 55 (H): -0.83, atom 56 (H): 0.84, atom 57 (H): 0.48, atom 58 (H): 0.32, atom 59 (H): -0.62, atom 60 (H): 0.19, atom 61 (H): 0.37, atom 62 (H): 0.59, atom 63 (H): 0.30, atom 64 (H): 0.40, atom 65 (H): 0.53, atom 66 (H): -0.18, atom 67 (H): 0.08, atom 68 (H): 0.33, atom 69 (H): 0.32, atom 70 (H): 0.41, atom 71 (H): 0.35, atom 72 (H): 0.35, atom 73 (H): 0.34, atom 74 (H): 0.65, atom 75 (H): 0.29, atom 76 (H): 0.22, atom 77 (H): -0.03, atom 78 (H): 0.30, atom 79 (H): 0.54, atom 80 (H): 0.75, atom 81 (H): 0.48, atom 82 (H): 0.44, atom 83 (H): 0.34, atom 84 (H): 0.37, atom 85 (Tl): 0.88

***

- The lowest DFT total energy belongs to which entry?
  C28H43AsF3N2O3PS2Ta